The following is a quantum chemistry calculation of a structure of composition C5H6FN, from the Open Molecules 2025 dataset.

## Properties
**Energy above the lowest of the compared OMol25 structures with the same formula, charge and spin**: 159.45 kcal per mole
**Lowest unoccupied orbital energy**: 0.159 eV
**Electronic energy**: -9482.5726 eV
**Charge**: 0
**Orbital gap**: 10.019 eV

Each line ends with the Mulliken charge.
Geometry (Å):
F1 0.7305 2.2475 -0.1578  -0.2950
N1 3.1921 -0.0559 0.1871  -0.4168
C1 2.1282 0.4107 -0.1121  -0.1593
C2 -1.6862 0.5312 0.1066  -1.0533
C3 0.1116 -1.2716 -0.2064  -1.1058
C4 -0.2517 0.1307 -0.0647  0.5057
C5 0.7886 0.8422 -0.0518  0.6760
H1 0.4189 -1.7883 1.0147  0.2391
H2 1.1935 -1.4515 -0.9983  0.3399
H3 -1.5474 1.6598 1.1425  0.2486
H4 -1.9885 -0.5190 0.8559  0.3915
H5 -2.0396 0.8818 -1.0547  0.2799
H6 -1.0500 -1.6174 -0.6610  0.3495